[1]
Entry from the Open Molecules 2025 dataset: one molecule with the formula C5H8N2S2 in a non-equilibrium geometry (ωB97M-V/def2-TZVPD).

Bonds (Å) are listed after each position.
CARTESIAN COORDINATES (ANGSTROEM)
1 C 3.297 -0.541 -1.181  N6 1.380, S8 1.776, H10 1.079
2 C 1.180 -0.164 -0.244  C5 1.412, N6 1.207
3 C -0.852 -0.272 1.183  C5 1.527, H11 1.095, H12 1.071, H13 1.087
4 C -0.830 -0.131 -1.306  C5 1.495, H14 1.117, H15 1.046, H16 1.025
5 C -0.142 0.290 -0.047  C2 1.412, C3 1.527, C4 1.495, S9 1.778
6 N 1.918 -0.528 -1.127  C1 1.380, C2 1.207
7 N 2.976 0.903 0.954  S8 1.486
8 S 4.086 0.388 0.110  C1 1.776, N7 1.486
9 S -0.188 2.060 0.118  C5 1.778, H17 1.471
10 H 3.694 -1.227 -1.914  C1 1.079
11 H -1.888 0.058 1.318  C3 1.095
12 H -0.235 -0.062 2.033  C3 1.071
13 H -0.624 -1.311 0.958  C3 1.087
14 H -1.876 0.060 -0.962  C4 1.117
15 H -0.674 -1.128 -1.582  C4 1.046
16 H -0.522 0.390 -2.133  C4 1.025
17 H 0.858 2.042 1.153  S9 1.471

The HOMO energy is -7.987 eV. Its LUMO energy is -0.252 eV. The value obtained for the HOMO-LUMO gap is 7.735 eV. The energy above the lowest of the compared OMol25 structures with the same formula, charge and spin is 442.4 kJ/mol.

Here are the natural (NBO) charges for atoms 1 to 8, given in e: -0.48, 0.51, -0.59, -0.58, -0.31, -0.35, -0.88, 0.94


[2]
Entry from the Open Molecules 2025 dataset: an isolated ion of composition C5H8N3 and charge +1 in a non-equilibrium geometry (ωB97M-V/def2-TZVPD).

Bonds (Å) are listed after each position.
CARTESIAN COORDINATES (ANGSTROEM)
1 C 1.269 0.054 1.411  N6 1.198, H9 1.088
2 C 0.748 -1.019 -1.048  N7 1.352, N8 1.329, H10 1.076
3 C -1.187 0.745 0.154  C4 1.582, C5 1.498, H11 1.091, H12 1.134
4 C -0.015 1.236 -0.788  C3 1.582, N7 1.510, H13 1.152, H14 1.067
5 C -0.869 -0.623 0.674  C3 1.498, N8 1.369, H15 1.123
6 N 1.738 0.443 0.380  C1 1.198, N7 1.379
7 N 1.136 0.260 -0.847  C2 1.352, C4 1.510, N6 1.379
8 N -0.072 -1.435 -0.088  C2 1.329, C5 1.369, H16 0.979
9 H 1.381 -0.139 2.475  C1 1.088
10 H 1.260 -1.746 -1.653  C2 1.076
11 H -1.284 1.595 0.831  C3 1.091
12 H -2.060 0.722 -0.570  C3 1.134
13 H -0.635 1.369 -1.750  C4 1.152
14 H 0.377 2.169 -0.449  C4 1.067
15 H -1.526 -1.236 1.349  C5 1.123
16 H -0.260 -2.395 -0.081  N8 0.979

The HOMO energy (alpha / beta) is -13.062 / -13.063 eV. Its LUMO energy (alpha / beta) is -4.698 / -4.698 eV. The value obtained for the HOMO-LUMO gap (alpha / beta) is 8.364 / 8.365 eV. The energy above the lowest of the compared OMol25 structures with the same formula, charge and spin is 572.6 kJ/mol. Its net charge is +1.

Here are the natural (NBO) charges for atoms 1 to 8, given in e: 0.22, 0.19, -0.51, -0.21, 0.00, -0.17, -0.31, -0.42


[3]
Entry from the Open Molecules 2025 dataset: an isolated ion of composition C5H8N3O and charge +1 in a non-equilibrium geometry (ωB97M-V/def2-TZVPD).

Bonds (Å) are listed after each position.
CARTESIAN COORDINATES (ANGSTROEM)
1 C -0.191 -2.012 0.296  N2 1.493, H10 1.025, H11 1.019, H12 1.053
2 N 0.149 -0.566 0.142  C1 1.493, C3 1.263
3 C -0.675 0.375 -0.031  N2 1.263, C4 1.509, N5 1.407
4 C -2.177 0.383 -0.177  C3 1.509, H13 1.163, H14 1.106, H15 1.172
5 N -0.020 1.605 -0.219  C3 1.407, C6 1.321, H16 1.035
6 C 1.299 1.644 -0.156  N5 1.321, C7 1.429, H17 1.082
7 C 1.908 0.352 -0.145  C6 1.429, N8 1.217
8 N 3.063 0.029 0.060  C7 1.217, O9 1.184
9 O 3.894 -0.724 0.441  N8 1.184
10 H 0.129 -2.446 1.167  C1 1.025
11 H -1.162 -2.173 0.034  C1 1.019
12 H 0.442 -2.471 -0.408  C1 1.053
13 H -2.712 0.103 0.817  C4 1.163
14 H -2.650 1.278 -0.624  C4 1.106
15 H -2.401 -0.479 -0.938  C4 1.172
16 H -0.604 2.455 -0.128  N5 1.035
17 H 1.709 2.646 -0.132  C6 1.082

The HOMO energy is -13.039 eV. Its LUMO energy is -5.714 eV. The SMILES is C/N=C(\C)NC=C=[N+]=O. The value obtained for the HOMO-LUMO gap is 7.325 eV. The energy above the lowest of the compared OMol25 structures with the same formula, charge and spin is 484.9 kJ/mol. Its net charge is +1.

Here are the natural (NBO) charges for atoms 1 to 8, given in e: -0.41, -0.35, 0.45, -0.72, -0.50, 0.18, 0.15, 0.21


[4]
Entry from the Open Molecules 2025 dataset: one molecule with the formula C5H8N3P in a non-equilibrium geometry (ωB97M-V/def2-TZVPD).

Bonds (Å) are listed after each position.
CARTESIAN COORDINATES (ANGSTROEM)
1 H 1.526 -0.434 1.708  P2 1.469
2 P 2.545 -0.019 0.734  H1 1.469, N3 1.517
3 N 1.999 -0.110 -0.678  P2 1.517, C4 1.409
4 C 0.735 -0.423 -1.217  N3 1.409, C5 1.467, H11 1.066, H12 1.031
5 C -0.297 -0.515 -0.178  C4 1.467, C6 1.382, C9 1.423
6 C -1.183 -1.540 0.092  C5 1.382, N7 1.345, H13 1.041
7 N -1.885 -1.123 1.161  C6 1.345, N8 1.310, H14 0.949
8 N -1.619 0.107 1.523  N7 1.310, C9 1.338
9 C -0.618 0.524 0.739  C5 1.423, N8 1.338, C10 1.520
10 C -0.053 1.932 0.833  C9 1.520, H15 1.099, H16 1.124, H17 1.111
11 H 0.994 -1.270 -1.810  C4 1.066
12 H 0.595 0.263 -1.973  C4 1.031
13 H -1.359 -2.481 -0.317  C6 1.041
14 H -2.513 -1.698 1.580  N7 0.949
15 H -0.761 2.757 0.993  C10 1.099
16 H 0.623 1.826 1.725  C10 1.124
17 H 0.411 2.246 -0.126  C10 1.111

The HOMO energy is -8.927 eV. Its LUMO energy is 0.158 eV. The SMILES is [H]/P=N\Cc1c[nH]nc1C. The value obtained for the HOMO-LUMO gap is 9.085 eV. The energy above the lowest of the compared OMol25 structures with the same formula, charge and spin is 14.7 kJ/mol.

Here are the natural (NBO) charges for atoms 1 to 8, given in e: -0.15, 0.83, -0.84, -0.28, -0.16, -0.05, -0.30, -0.27